(1)
# C25H43AgGeN2O3SSi3

A structure of composition C25H43AgGeN2O3SSi3 (ωB97M-V/def2-TZVPD, OMol25).

Values from the calculation:
charge: -2
total energy: -130732.6861 eV

Atoms and positions in Å:
Ag (-0.22021, 0.52439, -0.01955)
C (2.39844, 2.77344, -1.42937)
Si (2.92070, 0.96478, -1.41457)
C (2.28431, 0.31324, -3.06918)
C (4.80981, 1.03004, -1.58170)
C (2.33166, -0.03341, -0.03627)
Si (2.36934, -1.81279, -0.35614)
C (3.92385, -2.45324, -1.23589)
C (2.32972, -2.83401, 1.23726)
C (0.94154, -2.44185, -1.42604)
Si (2.76642, 0.47896, 1.61516)
C (4.36714, -0.18872, 2.38916)
C (2.92772, 2.34232, 1.83992)
C (1.42075, 0.06852, 2.92070)
C (1.66454, -0.13695, 4.28348)
C (0.59940, -0.25068, 5.16578)
C (-0.69577, -0.13009, 4.68129)
C (-0.86646, 0.06224, 3.31813)
N (0.15829, 0.13871, 2.46839)
H (2.66588, 3.23097, -2.39219)
H (2.86558, 3.35886, -0.62937)
H (1.31101, 2.83892, -1.29797)
H (2.49115, 1.03726, -3.86605)
H (1.19613, 0.17164, -3.01250)
H (2.73265, -0.64759, -3.35515)
H (5.12002, 1.56051, -2.49207)
H (5.23960, 0.01947, -1.60679)
H (5.24584, 1.55253, -0.71672)
H (4.81469, -2.28301, -0.61491)
H (4.08123, -1.92888, -2.18776)
H (3.85141, -3.52805, -1.45062)
H (3.22438, -2.65699, 1.84572)
H (2.27706, -3.90758, 1.01196)
H (1.46183, -2.56833, 1.85459)
H (1.20286, -2.41117, -2.49226)
H (0.04560, -1.82287, -1.29272)
H (0.67004, -3.47588, -1.17360)
H (5.19546, -0.07486, 1.67529)
H (4.29607, -1.25284, 2.64317)
H (4.63002, 0.36296, 3.30132)
H (3.75758, 2.74623, 1.24227)
H (3.10858, 2.58910, 2.89351)
H (1.99918, 2.83462, 1.51488)
H (2.68721, -0.21606, 4.64218)
H (0.77623, -0.43001, 6.22055)
H (-1.55830, -0.20060, 5.33408)
H (-1.85957, 0.15691, 2.88491)
C (-3.67747, 2.78123, -1.43238)
Ge (-1.76998, 3.23978, -1.50788)
C (-1.69990, 5.17819, -1.95576)
C (-1.06902, 2.40232, -3.14918)
C (-0.84990, 2.69938, 0.07062)
H (-4.19597, 3.06186, -2.35707)
H (-4.16152, 3.29281, -0.59243)
H (-3.78636, 1.70157, -1.27617)
H (-2.26788, 5.38743, -2.87237)
H (-0.65784, 5.48277, -2.11666)
H (-2.11208, 5.78700, -1.14196)
H (-1.69223, 2.64432, -4.01841)
H (-1.05498, 1.31443, -3.01547)
H (-0.04300, 2.73370, -3.34844)
H (-1.54152, 2.81687, 0.91504)
H (0.00427, 3.35899, 0.25973)
O (-5.89928, -1.04151, 2.30568)
S (-5.24112, -1.92547, 1.37112)
O (-6.06049, -2.98764, 0.83155)
N (-4.44644, -1.13286, 0.23344)
C (-3.11209, -1.33182, 0.29727)
O (-2.26413, -0.84400, -0.45696)
C (-2.72034, -2.25463, 1.43707)
C (-1.45623, -2.68134, 1.78600)
C (-1.32367, -3.51291, 2.89529)
C (-2.44323, -3.90678, 3.62854)
C (-3.71700, -3.48213, 3.26436)
C (-3.82150, -2.65460, 2.16075)
H (-0.60159, -2.35957, 1.20703)
H (-0.33930, -3.85016, 3.19796)
H (-2.31983, -4.55666, 4.48754)
H (-4.59595, -3.78722, 3.82072)

The computed Mulliken charges, all in e, follow:
1. Ag 1.12
2. C -0.42
3. Si -0.10
4. C -0.91
5. C -1.12
6. C 1.12
7. Si 0.39
8. C -1.29
9. C -0.88
10. C -1.06
11. Si -0.50
12. C -1.36
13. C -1.17
14. C 0.40
15. C -0.76
16. C -0.40
17. C -0.95
18. C -0.63
19. N 0.84
20. H 0.39
21. H 0.30
22. H -0.53
23. H 0.37
24. H 0.09
25. H 0.29
26. H 0.33
27. H 0.30
28. H 0.26
29. H 0.26
30. H 0.28
31. H 0.34
32. H 0.22
33. H 0.46
34. H -0.15
35. H 0.32
36. H 0.12
37. H 0.36
38. H 0.23
39. H 0.39
40. H 0.38
41. H 0.30
42. H 0.37
43. H 0.11
44. H 0.31
45. H 0.38
46. H 0.44
47. H 0.40
48. C -1.19
49. Ge 0.69
50. C -1.41
51. C -1.14
52. C -1.45
53. H 0.37
54. H 0.35
55. H 0.27
56. H 0.34
57. H 0.38
58. H 0.38
59. H 0.50
60. H 0.21
61. H 0.26
62. H 0.45
63. H 0.51
64. O -0.72
65. S 1.21
66. O -0.73
67. N -0.66
68. C -0.03
69. O -0.54
70. C 0.17
71. C 0.37
72. C -0.78
73. C -0.45
74. C -0.78
75. C -0.02
76. H 0.56
77. H 0.44
78. H 0.38
79. H 0.39



(2)
# C25H43Br2Cl2FNO8

A cluster of 6 separate species, C25H43Br2Cl2FNO8 in total at a distorted geometry (ωB97M-V/def2-TZVPD, OMol25).

Values from the calculation:
charge: +1
total energy: -212331.1449 eV

Atoms and positions in Å:
C (4.50079, -3.08766, 2.39672)
C (4.16355, -3.03706, 0.87432)
C (3.10837, -1.94929, 0.52424)
C (2.31188, -2.41238, -0.72944)
C (0.94321, -1.69367, -0.81440)
C (1.01605, -0.23362, -1.31665)
C (1.10722, 0.85343, -0.21965)
C (0.20345, 0.63404, 1.01695)
C (-1.19772, 0.13232, 0.71460)
C (-1.84064, -0.54974, 1.63723)
O (-1.33811, -0.81631, 2.85678)
C (-3.22987, -1.06160, 1.31437)
O (-4.09590, -1.06748, 2.13670)
C (-3.40829, -1.51431, -0.12505)
C (-4.24887, -2.73356, -0.49137)
N (-5.09016, -3.23252, 0.61175)
C (-2.79775, -0.80653, -1.03861)
C (-1.95444, 0.36212, -0.55629)
O (-1.89946, 1.37029, -1.17534)
H (5.58020, -3.23754, 2.50671)
H (4.02263, -3.98266, 2.81404)
H (4.13983, -2.19342, 2.91453)
H (5.04046, -2.86531, 0.23733)
H (3.77311, -4.02561, 0.59936)
H (2.43055, -1.76906, 1.36878)
H (3.63135, -1.02655, 0.23259)
H (2.87232, -2.31841, -1.66634)
H (2.08291, -3.47747, -0.57103)
H (0.34558, -2.25274, -1.55604)
H (0.42871, -1.82990, 0.14544)
H (0.20812, 0.03379, -2.00859)
H (1.93883, -0.15578, -1.91303)
H (2.13782, 0.98040, 0.13958)
H (0.84040, 1.83394, -0.64233)
H (0.69040, -0.12064, 1.64862)
H (0.15884, 1.55303, 1.61693)
H (-2.07098, -1.12031, 3.41802)
H (-4.81878, -2.58186, -1.41387)
H (-3.50472, -3.51932, -0.73199)
H (-5.32443, -4.19232, 0.36564)
H (-4.55770, -3.31936, 1.47194)
H (-2.85670, -1.05743, -2.09524)
Cl (8.04866, -3.06585, 3.48705)
C (8.60454, -1.38119, 3.33868)
C (7.80955, -0.61689, 2.30844)
Cl (8.11596, -1.19101, 0.64908)
H (9.66583, -1.39627, 3.10018)
H (8.48043, -0.91616, 4.31602)
H (8.08687, 0.43636, 2.33536)
H (6.74010, -0.69424, 2.49497)
C (-6.41720, 0.45326, 0.95072)
C (-7.87537, 0.51458, 0.60780)
O (-7.87178, 0.70520, -0.78375)
C (-6.71608, 0.11001, -1.23955)
O (-6.50165, -0.15673, -2.36828)
O (-5.85361, -0.12847, -0.21277)
F (-8.46898, 1.61933, 1.21035)
H (-5.98986, 1.45048, 1.10102)
H (-6.21818, -0.15245, 1.83161)
H (-8.44007, -0.38437, 0.85257)
O (-7.05862, 3.66335, 2.25115)
H (-7.55955, 2.85005, 1.95533)
H (-7.62798, 4.26725, 2.76877)
H (-6.66079, 4.12665, 1.47354)
C (8.53950, 1.79348, -4.40969)
C (7.82612, 0.89096, -3.43232)
O (6.67578, 0.55680, -3.60627)
C (8.60751, 0.42333, -2.22878)
H (7.86310, 2.05191, -5.22256)
H (8.85483, 2.71054, -3.90914)
H (9.40877, 1.28080, -4.82475)
H (8.92458, 1.28174, -1.63386)
H (9.47994, -0.14865, -2.55040)
H (7.97554, -0.21549, -1.61347)
Br (-5.21168, 3.73824, -0.79458)
C (-6.78477, 4.33468, -1.78139)
C (-6.80296, 5.83060, -1.89862)
Br (-7.34784, 6.63870, -0.20741)
H (-7.65558, 3.93888, -1.26662)
H (-6.70543, 3.86463, -2.76004)
H (-7.54483, 6.15095, -2.62737)
H (-5.83690, 6.25303, -2.15892)

The computed Mulliken charges, all in e, follow:
1. C -0.91
2. C -0.38
3. C -0.17
4. C -1.15
5. C -0.44
6. C -0.92
7. C -0.86
8. C -0.94
9. C -0.22
10. C 1.22
11. O -0.58
12. C 0.11
13. O -0.65
14. C 0.90
15. C -1.00
16. N -0.57
17. C -0.51
18. C -0.06
19. O -0.60
20. H -0.08
21. H 0.38
22. H 0.33
23. H 0.31
24. H 0.37
25. H 0.26
26. H 0.14
27. H 0.29
28. H 0.53
29. H 0.23
30. H 0.33
31. H 0.42
32. H 0.50
33. H 0.46
34. H 0.42
35. H 0.17
36. H 0.48
37. H 0.36
38. H 0.40
39. H 0.47
40. H 0.28
41. H 0.22
42. H 0.51
43. Cl -0.18
44. C -0.46
45. C -0.40
46. Cl -0.20
47. H 0.34
48. H 0.30
49. H 0.36
50. H 0.21
51. C -0.65
52. C 0.74
53. O -0.34
54. C 0.30
55. O -0.47
56. O 0.12
57. F -0.41
58. H 0.00
59. H 0.33
60. H 0.28
61. O -0.33
62. H 0.51
63. H 0.47
64. H 0.27
65. C -1.10
66. C 0.77
67. O -0.56
68. C -0.70
69. H 0.30
70. H 0.31
71. H 0.31
72. H 0.34
73. H 0.36
74. H -0.01
75. Br -0.14
76. C -0.66
77. C -0.53
78. Br -0.15
79. H 0.35
80. H 0.45
81. H 0.40
82. H 0.39



(3)
# C25H43BrCdN2P2

A structure of composition C25H43BrCdN2P2 at a distorted geometry (ωB97M-V/def2-TZVPD, OMol25).

Values from the calculation:
charge: +2
total energy: -122773.4444 eV

Atoms and positions in Å:
N (1.53638, -0.21747, 6.03472)
C (0.58963, -1.09553, 5.69902)
C (0.72142, -1.96643, 4.61861)
C (1.91006, -1.93595, 3.84751)
C (2.86304, -0.93499, 4.16391)
C (2.63584, -0.12636, 5.28568)
C (2.07434, -2.82121, 2.70218)
Cd (-0.71192, 0.29572, -0.06664)
P (-1.75694, -0.15590, -2.30657)
C (2.96957, -2.63753, 1.68247)
C (2.58514, -2.82992, 0.29515)
C (3.24631, -2.10785, -0.72386)
C (2.74691, -2.09276, -2.02257)
C (1.58741, -2.82852, -2.31311)
C (0.94978, -3.60690, -1.34288)
C (1.45564, -3.61149, -0.04512)
Br (1.07584, -3.03374, -4.16803)
H (1.44831, -3.72406, 2.72778)
H (3.93316, -2.16761, 1.88870)
H (-0.08276, -2.66134, 4.37547)
H (3.75446, -0.78752, 3.56044)
H (-0.30672, -1.12724, 6.33119)
H (3.38833, 0.60947, 5.58520)
H (4.13745, -1.53879, -0.46457)
H (0.98529, -4.21991, 0.72626)
H (3.24182, -1.51940, -2.80430)
H (0.07236, -4.19602, -1.61275)
P (0.01787, 2.51117, 1.06804)
C (-2.41374, -1.86270, -2.32144)
C (-2.43859, -2.62936, -3.63127)
H (-3.43625, -1.78775, -1.91594)
H (-1.82195, -2.42351, -1.57722)
H (-2.93394, -3.59594, -3.47069)
H (-2.98738, -2.11068, -4.42437)
H (-1.42750, -2.85557, -3.98874)
C (-0.26614, 0.02670, -3.34500)
C (-0.42383, 0.26254, -4.84593)
H (0.33989, -0.87903, -3.19060)
H (0.30941, 0.85997, -2.90593)
H (0.56227, 0.17258, -5.32329)
H (-1.08120, -0.47196, -5.32660)
H (-0.79482, 1.27122, -5.06548)
C (-3.00333, 1.00131, -2.95634)
C (-3.99352, 0.45868, -3.98190)
H (-2.45129, 1.85118, -3.38549)
H (-3.53991, 1.37981, -2.07116)
H (-4.71552, 1.24289, -4.23746)
H (-3.50009, 0.16612, -4.91696)
H (-4.56801, -0.39482, -3.60592)
C (-1.21027, 3.82272, 1.45114)
C (-2.37012, 3.92160, 0.45463)
H (-0.67361, 4.78480, 1.49583)
H (-1.59478, 3.61327, 2.46140)
H (-3.03702, 4.74457, 0.74660)
H (-2.02405, 4.12478, -0.56911)
H (-2.97445, 3.00448, 0.44125)
C (1.05474, 3.27916, -0.24863)
C (2.29312, 2.46673, -0.63192)
H (1.33524, 4.28452, 0.10341)
H (0.38931, 3.41281, -1.11589)
H (2.79664, 2.95277, -1.47576)
H (3.01060, 2.40626, 0.19581)
H (2.05585, 1.43948, -0.94012)
C (1.15383, 2.49452, 2.51921)
C (0.47923, 2.36617, 3.88563)
H (1.77056, 3.40764, 2.48585)
H (1.83238, 1.64075, 2.35907)
H (1.23232, 2.47175, 4.67879)
H (-0.29229, 3.13014, 4.05126)
H (0.02354, 1.37471, 4.02011)
N (-1.84607, -0.90339, 1.66056)
H (-2.85059, -0.79557, 1.78885)
H (-1.37597, -0.72632, 2.55177)
H (-1.66070, -1.87198, 1.39608)

The computed Mulliken charges, all in e, follow:
1. N -0.51
2. C -0.57
3. C -0.39
4. C 0.58
5. C -0.29
6. C -0.53
7. C -0.48
8. Cd 0.92
9. P 0.52
10. C -0.72
11. C 0.79
12. C -0.75
13. C -0.29
14. C -0.14
15. C -0.51
16. C -0.71
17. Br -0.09
18. H 0.61
19. H 0.54
20. H 0.53
21. H 0.32
22. H 0.36
23. H 0.40
24. H 0.43
25. H 0.36
26. H 0.49
27. H 0.61
28. P 0.48
29. C -0.41
30. C -0.91
31. H 0.52
32. H 0.25
33. H 0.42
34. H 0.26
35. H -0.03
36. C 0.49
37. C -1.38
38. H -0.67
39. H 0.29
40. H 0.42
41. H 0.28
42. H 0.36
43. C -0.40
44. C -1.34
45. H 0.41
46. H 0.44
47. H 0.42
48. H 0.28
49. H 0.33
50. C -0.52
51. C -1.25
52. H 0.47
53. H 0.32
54. H 0.41
55. H 0.30
56. H 0.27
57. C -0.72
58. C -1.08
59. H 0.51
60. H 0.33
61. H 0.40
62. H 0.33
63. H 0.11
64. C -0.39
65. C -1.16
66. H 0.48
67. H 0.31
68. H 0.36
69. H 0.38
70. H 0.16
71. N -0.81
72. H 0.25
73. H 0.22
74. H 0.34